Computed, not measured: a molecular structure, C21H25AuN4O3S at a distorted geometry, with ωB97M-V/def2-TZVPD.

Structure (XYZ):
```
55
Properties=species:S:1:pos:R:3:lowdin_spin:R:1
Au -0.64 -0.06 -1.48 0.382
S -1.01 2.00 -4.22 0.006
C -1.07 1.09 -2.98 0.058
C -2.80 -0.34 1.52 0.007
C -2.67 0.98 0.67 0.006
O -3.68 1.62 0.51 0.171
O -1.50 1.19 0.26 0.249
H -3.76 -0.37 2.02 0.000
H -1.99 -0.38 2.24 -0.002
H -2.71 -1.17 0.82 0.000
C 5.44 6.07 1.17 0.000
C 4.79 4.77 1.47 0.000
C 4.24 4.52 2.73 0.000
C 3.61 3.33 3.02 0.000
C 3.52 2.34 2.03 0.000
N 2.88 1.14 2.24 0.000
C 2.33 0.68 3.43 0.000
O 2.45 1.23 4.50 0.000
N 1.67 -0.52 3.34 0.000
C 1.10 -1.19 2.26 0.002
C 0.87 -2.57 2.37 0.000
C 0.27 -3.23 1.31 0.002
C -0.09 -2.52 0.18 0.006
N 0.08 -1.19 0.09 0.048
C 0.67 -0.54 1.11 0.007
C 4.08 2.57 0.76 0.000
C 4.70 3.77 0.49 0.000
H 5.72 6.59 2.08 0.000
H 4.75 6.71 0.62 0.000
H 6.32 5.93 0.54 0.000
H 4.30 5.28 3.50 0.000
H 3.21 3.15 4.00 0.000
H 2.91 0.48 1.48 0.000
H 1.48 -0.93 4.25 0.000
H 1.16 -3.10 3.26 0.000
H 0.08 -4.29 1.36 0.000
H -0.55 -3.00 -0.66 0.000
H 0.71 0.54 1.01 0.001
H 4.02 1.81 0.00 0.000
H 5.13 3.94 -0.48 0.000
C -5.02 -2.00 -3.54 0.000
C -3.85 -2.99 -3.44 0.000
C -4.23 -4.18 -2.55 0.000
C -3.42 -3.47 -4.84 0.000
C -2.73 -2.32 -2.84 0.004
N -1.82 -1.84 -2.33 0.052
H -5.87 -2.53 -3.99 0.000
H -4.77 -1.15 -4.17 0.000
H -5.32 -1.64 -2.56 0.000
H -5.04 -4.73 -3.04 0.000
H -4.57 -3.85 -1.58 0.000
H -3.39 -4.86 -2.42 0.000
H -4.24 -4.04 -5.27 0.000
H -2.55 -4.11 -4.78 0.000
H -3.20 -2.63 -5.49 0.000
```

⟨S²⟩: 0.765
Kohn-Sham gap (spin up / spin down): 5.24 / 3.80 eV
spin multiplicity: 2
charge: +1

---

Computed, not measured: C8H8 in the gas phase at a distorted geometry, with ωB97M-V/def2-TZVPD.

Structure (XYZ):
```
16
Properties=species:S:1:pos:R:3:mulliken_charge:R:1
C -0.69 0.91 0.90 -0.612
C -0.95 1.18 -0.54 -0.254
C -2.15 0.42 -0.70 -0.667
C -1.62 -0.21 0.39 0.425
C -0.76 -1.47 0.28 -0.541
C 0.56 -0.93 -0.05 -0.741
C 0.55 0.52 0.23 0.956
C 1.73 1.38 0.09 -1.347
H -2.99 -0.01 -1.19 0.429
H -0.78 -1.91 1.32 0.262
H -1.15 -2.17 -0.41 0.375
H 1.41 -1.51 0.47 0.348
H 0.73 -1.00 -1.06 0.361
H 1.51 2.43 0.56 0.311
H 2.01 1.45 -0.92 0.306
H 2.59 0.92 0.65 0.386
```

energy above the lowest of the compared OMol25 structures with the same formula, charge and spin: 7.112 eV
Kohn-Sham gap: 8.42 eV

---

Computed, not measured: C4H12OSi2 in the gas phase at a distorted geometry, with ωB97M-V/def2-TZVPD.

Structure (XYZ):
```
19
Properties=species:S:1:pos:R:3:mulliken_charge:R:1
C -1.33 -0.26 -2.24 -1.152
C -1.08 -2.42 0.03 -1.072
C 1.56 0.56 2.37 -1.042
C 1.32 1.97 -0.29 -1.044
O -2.18 0.44 0.67 -0.652
Si -1.47 -0.59 -0.29 0.612
Si 0.73 0.43 0.70 0.372
H -0.35 -0.38 -2.70 0.357
H -1.98 -0.86 -2.91 0.369
H -1.71 0.75 -2.44 0.320
H -0.66 -2.44 1.01 0.308
H -1.95 -3.10 0.02 0.314
H -0.21 -2.73 -0.53 0.357
H 0.95 0.00 3.03 0.299
H 2.57 0.20 2.38 0.371
H 1.56 1.60 2.64 0.321
H 1.26 2.86 0.35 0.327
H 2.31 1.75 -0.64 0.354
H 0.66 2.21 -1.18 0.282
```

energy above the lowest of the compared OMol25 structures with the same formula, charge and spin: 2.448 eV
Kohn-Sham gap: 7.73 eV

---

Computed, not measured: a molecular structure, C20H25Cl5MoN2Si, with ωB97M-V/def2-TZVPD.

Structure (XYZ):
```
54
Properties=species:S:1:pos:R:3:mulliken_charge:R:1
Mo -0.07 -0.15 -0.33 -1.807
C -1.67 -3.62 0.40 -1.193
C -2.52 -2.42 0.17 0.398
C -3.90 -2.49 0.27 -0.706
C -4.67 -1.35 0.07 -0.595
C -4.08 -0.14 -0.21 -0.807
C -2.68 -0.11 -0.30 0.414
N -1.95 -1.25 -0.15 0.412
N -1.83 0.92 -0.51 0.668
Si -2.21 2.54 -1.02 -0.253
C -2.96 3.46 0.43 -1.088
C -0.60 3.34 -1.52 -0.810
C -3.41 2.53 -2.46 -1.090
H -1.93 -4.41 -0.31 0.382
H -1.85 -4.01 1.41 0.324
H -0.62 -3.39 0.30 0.044
H -4.37 -3.44 0.50 0.503
H -5.75 -1.41 0.15 0.435
H -4.65 0.77 -0.34 0.370
H -2.23 3.55 1.24 0.296
H -3.83 2.93 0.82 0.331
H -3.27 4.46 0.13 0.362
H 0.14 3.28 -0.72 0.225
H -0.76 4.40 -1.74 0.421
H -0.18 2.87 -2.41 0.117
H -4.45 2.54 -2.13 0.367
H -3.26 1.64 -3.08 0.290
H -3.25 3.40 -3.09 0.407
Cl -1.23 -1.62 3.71 -0.199
C -0.07 -0.49 3.10 -0.136
C -0.04 -0.16 1.77 0.783
C 0.83 0.76 1.26 -0.047
Cl 1.37 -2.09 -0.37 -0.497
C 1.81 1.34 2.06 0.101
Cl 2.94 2.46 1.40 -0.211
C 1.83 1.01 3.41 0.190
Cl 3.01 1.69 4.45 -0.184
C 0.87 0.10 3.93 0.374
Cl 0.92 -0.30 5.61 -0.181
C 1.86 -0.56 -4.07 -1.817
C 0.40 -0.61 -3.62 2.906
C -0.14 -2.04 -3.73 -1.512
C -0.46 0.33 -4.49 -1.416
C 0.26 -0.17 -2.22 0.075
H 1.96 -0.93 -5.09 0.440
H 2.48 -1.18 -3.41 0.362
H 2.24 0.46 -4.04 0.412
H -0.09 -2.38 -4.76 0.448
H -1.19 -2.08 -3.40 0.296
H 0.44 -2.72 -3.10 0.325
H -0.40 0.01 -5.53 0.454
H -0.10 1.36 -4.42 0.324
H -1.50 0.30 -4.18 0.172
H 0.97 0.67 -1.90 0.124
```

energy above the lowest of the compared OMol25 structures with the same formula, charge and spin: 0.411 eV
Kohn-Sham gap (spin up / spin down): 6.49 / 6.79 eV

---

Computed, not measured: 13 unconnected molecules or ions with the total composition C18H19Cl36N2O at a distorted geometry, with ωB97M-V/def2-TZVPD.

Structure (XYZ):
```
76
Properties=species:S:1:pos:R:3:mulliken_charge:R:1
O -2.47 -3.68 -3.04 -0.332
C -1.58 -3.98 -2.29 -0.190
C -0.99 -3.05 -1.20 -0.287
N -0.33 -1.84 -1.76 0.845
C 0.89 -1.58 -1.34 0.289
C 1.51 -0.39 -1.83 0.311
C 0.74 0.32 -2.71 -0.110
C -0.54 -0.09 -3.11 0.059
N -1.07 -1.18 -2.62 -0.849
H -1.18 -5.01 -2.33 0.347
H -1.75 -2.71 -0.49 0.376
H -0.27 -3.63 -0.62 0.251
H 1.37 -2.26 -0.63 0.060
H 2.50 -0.09 -1.50 0.052
H 1.12 1.24 -3.15 0.350
H -1.11 0.50 -3.84 -0.177
C 1.52 1.94 1.41 -0.345
Cl 1.63 3.13 0.11 -0.045
Cl 1.37 0.30 0.75 0.097
Cl 2.92 2.04 2.47 -0.092
H 0.63 2.15 2.00 0.423
C 0.71 1.72 5.59 0.053
Cl 0.14 3.38 5.42 -0.095
Cl 0.03 0.96 7.02 -0.101
Cl 0.31 0.77 4.15 -0.128
H 1.78 1.74 5.69 0.260
C 6.07 0.01 -1.79 -0.076
Cl 4.54 0.20 -0.92 -0.016
Cl 6.41 -1.70 -2.06 -0.120
Cl 6.03 0.88 -3.32 -0.111
H 6.86 0.42 -1.18 0.344
C 3.13 5.59 -3.44 -0.117
Cl 4.87 5.34 -3.60 -0.108
Cl 2.29 4.04 -3.28 0.020
Cl 2.77 6.63 -2.07 -0.109
H 2.78 6.07 -4.34 0.322
C -3.99 -2.03 -5.57 0.247
Cl -3.57 -3.48 -6.47 -0.114
Cl -2.72 -0.80 -5.74 -0.132
Cl -5.54 -1.38 -6.12 -0.130
H -4.08 -2.28 -4.53 0.140
C -1.80 3.68 -5.34 -0.051
Cl -1.56 1.93 -5.14 -0.137
Cl -3.46 4.11 -4.98 -0.111
Cl -0.67 4.56 -4.31 -0.080
H -1.59 3.93 -6.37 0.345
C 2.47 6.99 6.46 -0.007
Cl 0.73 7.25 6.61 -0.125
Cl 3.25 6.99 8.04 -0.051
Cl 2.80 5.47 5.60 -0.098
H 2.88 7.80 5.87 0.293
C 3.34 -3.28 2.51 -0.127
Cl 2.11 -3.44 3.75 -0.077
Cl 2.64 -2.62 1.02 -0.099
Cl 4.66 -2.25 3.06 -0.101
H 3.74 -4.26 2.29 0.364
C -5.72 -6.96 -6.55 0.111
Cl -7.22 -6.74 -5.64 -0.053
Cl -5.38 -8.68 -6.79 -0.124
Cl -5.80 -6.12 -8.10 -0.119
H -4.91 -6.53 -5.97 0.187
C 6.48 8.35 10.01 0.081
Cl 5.83 9.66 9.02 -0.117
Cl 7.20 8.99 11.49 -0.117
Cl 5.23 7.17 10.38 -0.137
H 7.26 7.85 9.44 0.284
C -10.90 -6.81 -4.51 0.064
Cl -12.50 -6.27 -4.01 -0.123
Cl -9.66 -6.21 -3.40 -0.136
Cl -10.84 -8.57 -4.62 -0.105
H -10.69 -6.40 -5.50 0.296
C -0.37 -3.52 7.61 -0.033
Cl -0.34 -2.28 6.36 -0.049
Cl -0.52 -5.13 6.90 -0.121
Cl 1.08 -3.41 8.61 -0.117
H -1.23 -3.35 8.25 0.327
```

Kohn-Sham gap: 8.03 eV
charge: +1

---

Computed, not measured: 13 unconnected molecules or ions with the total composition C53H85BCl3F10N9O8S2 at a distorted geometry, with ωB97M-V/def2-TZVPD.

Structure (XYZ):
```
171
Properties=species:S:1:pos:R:3:lowdin_spin:R:1
C -0.43 1.98 0.14 0.000
C -0.16 0.53 -0.24 0.000
C -1.05 -0.39 0.67 0.000
N -0.60 -1.89 0.82 0.000
C -0.64 -2.52 -0.63 0.000
C -1.57 -2.54 1.72 0.000
C -0.92 -3.78 2.32 0.000
C 0.60 -3.41 2.32 0.000
C 0.79 -2.16 1.48 0.000
H -0.91 1.99 1.12 0.000
H -1.02 2.41 -0.67 0.000
H 0.48 2.57 0.11 0.000
H 0.87 0.31 0.00 0.000
H -0.33 0.41 -1.31 0.000
H -2.10 -0.30 0.40 0.000
H -0.97 -0.07 1.71 0.000
H -0.86 -3.58 -0.72 0.000
H 0.36 -2.25 -0.97 0.000
H -1.34 -1.99 -1.28 0.000
H -2.39 -2.93 1.12 0.000
H -1.73 -1.90 2.59 0.000
H -1.22 -4.68 1.81 0.000
H -1.22 -4.03 3.34 0.000
H 1.17 -4.31 2.09 0.000
H 1.01 -3.28 3.32 0.000
H 1.63 -2.16 0.78 0.000
H 0.91 -1.29 2.13 0.000
C -1.05 -3.55 -5.01 0.000
F -1.29 -2.46 -4.23 0.000
F -2.17 -3.93 -5.58 0.000
F -0.23 -3.02 -5.92 0.000
S -0.22 -5.06 -4.02 0.000
O 0.65 -4.45 -2.97 0.000
O -1.21 -5.98 -3.45 0.000
O 0.60 -5.85 -4.98 0.000
C 0.37 -7.65 1.19 0.000
F 1.30 -7.14 2.01 0.000
F 0.54 -8.93 1.06 0.000
F -0.85 -7.50 1.69 0.000
S 0.40 -6.82 -0.59 0.000
O -0.94 -6.96 -1.23 0.000
O 0.67 -5.43 -0.32 0.000
O 1.55 -7.43 -1.28 0.000
B -3.71 -4.70 -2.28 0.000
F -3.63 -5.47 -3.44 0.000
F -4.80 -3.91 -2.20 0.000
F -3.54 -5.62 -1.34 0.000
F -2.55 -3.99 -2.29 0.000
C 1.07 -7.51 5.30 0.000
Cl 0.93 -5.79 4.64 0.000
Cl -0.34 -8.54 4.76 0.000
Cl 1.04 -7.41 7.09 0.000
H 2.06 -7.90 5.03 0.000
C -2.41 0.36 6.27 0.014
C -1.05 1.18 6.62 0.020
C -0.67 1.17 8.10 0.000
C -0.09 -0.26 8.50 0.000
C 1.05 -0.71 7.60 0.000
C 0.70 -0.59 6.06 0.021
N 0.17 0.76 5.84 0.301
O -0.05 1.00 4.41 0.619
C 1.97 -0.94 5.29 0.000
C -0.21 -1.85 5.75 0.016
C -1.34 2.71 6.30 0.001
H -3.35 0.86 6.49 0.001
H -2.50 -0.42 7.02 0.000
H -2.48 -0.01 5.24 0.003
H 0.07 1.94 8.29 0.001
H -1.54 1.52 8.65 0.000
H -0.88 -1.00 8.38 0.000
H 0.14 -0.34 9.56 0.000
H 1.20 -1.77 7.82 0.000
H 1.98 -0.18 7.77 0.001
H 1.87 -0.88 4.21 -0.001
H 2.81 -0.31 5.56 0.000
H 2.28 -1.98 5.42 0.000
H -0.34 -1.90 4.67 0.002
H 0.28 -2.78 6.06 0.001
H -1.21 -1.77 6.16 0.000
H -0.53 3.41 6.10 0.000
H -1.79 3.20 7.16 0.000
H -1.74 2.72 5.29 -0.001
C 1.58 3.05 -3.38 0.005
C 1.16 2.48 -4.76 0.020
C 1.35 3.72 -5.68 0.000
C 1.12 3.35 -7.19 0.000
C 2.13 2.34 -7.62 -0.001
C 2.24 1.07 -6.64 0.018
N 2.04 1.40 -5.20 0.296
O 1.94 0.20 -4.30 0.621
C 1.20 0.03 -7.19 0.013
C 3.67 0.57 -6.90 0.005
C -0.38 2.10 -4.60 0.018
H 1.00 3.92 -3.07 0.000
H 2.64 3.28 -3.47 0.000
H 1.46 2.21 -2.70 -0.001
H 0.63 4.54 -5.66 0.000
H 2.33 4.14 -5.48 0.000
H 1.19 4.15 -7.92 0.000
H 0.11 2.96 -7.31 0.000
H 3.01 2.97 -7.47 0.000
H 1.85 2.03 -8.62 0.000
H 1.27 -0.88 -6.59 0.002
H 0.14 0.28 -7.16 0.000
H 1.35 -0.15 -8.25 0.001
H 4.36 1.38 -6.67 0.000
H 3.78 -0.27 -6.22 -0.001
H 3.94 0.36 -7.94 0.000
H -0.87 2.90 -4.03 0.001
H -0.33 1.20 -3.99 0.002
H -0.81 1.97 -5.59 0.000
N -0.78 3.99 3.06 0.000
C -2.01 4.17 2.49 0.000
C -2.28 5.52 2.38 0.000
C -1.04 6.14 2.59 0.000
C -0.13 5.20 3.13 0.000
H -0.31 3.15 3.34 0.000
H -2.66 3.33 2.27 0.000
H -3.19 5.93 1.99 0.000
H -0.87 7.21 2.54 0.000
H 0.86 5.20 3.56 0.000
N -3.85 -1.49 -2.52 0.000
C -3.41 -0.33 -3.10 0.000
C -4.22 0.73 -2.56 0.000
C -5.06 0.15 -1.57 0.000
C -4.78 -1.17 -1.54 0.000
H -3.53 -2.44 -2.65 0.000
H -2.68 -0.31 -3.90 0.000
H -4.03 1.78 -2.72 0.000
H -5.80 0.65 -0.96 0.000
H -5.16 -1.89 -0.83 0.000
N 3.83 -0.70 0.47 0.000
C 3.50 0.49 -0.19 0.000
C 3.03 1.42 0.72 0.000
C 3.08 0.80 1.96 0.000
C 3.67 -0.41 1.81 0.000
H 4.26 -1.51 0.05 0.000
H 3.48 0.64 -1.26 0.000
H 2.64 2.41 0.53 0.000
H 2.77 1.17 2.92 0.000
H 3.97 -1.22 2.45 0.000
N 3.04 -3.64 -1.12 0.000
C 3.76 -2.82 -1.89 0.000
C 5.08 -2.80 -1.41 0.000
C 5.07 -3.58 -0.26 0.000
C 3.82 -4.15 -0.15 0.000
H 2.07 -3.89 -1.22 0.000
H 3.23 -2.41 -2.74 0.000
H 5.92 -2.35 -1.92 0.000
H 5.89 -3.78 0.42 0.000
H 3.33 -4.84 0.51 0.000
N -3.49 5.91 -1.88 0.000
C -4.59 6.51 -2.47 0.000
C -5.47 5.47 -2.78 0.000
C -4.98 4.30 -2.18 0.000
C -3.74 4.57 -1.59 0.000
H -2.70 6.48 -1.63 0.000
H -4.51 7.59 -2.53 0.000
H -6.37 5.61 -3.36 0.000
H -5.49 3.36 -2.23 0.000
H -2.96 3.95 -1.18 0.000
N 1.15 5.96 0.23 0.000
C 0.51 7.06 -0.26 0.000
C 1.04 7.26 -1.50 0.000
C 1.98 6.24 -1.73 0.000
C 2.04 5.41 -0.62 0.000
H 0.96 5.69 1.18 0.000
H -0.28 7.52 0.31 0.000
H 0.78 8.08 -2.15 0.000
H 2.57 6.04 -2.61 0.000
H 2.62 4.50 -0.47 0.000
```

⟨S²⟩: 2.011
Kohn-Sham gap (spin up / spin down): 5.00 / 3.38 eV
spin multiplicity: 3
charge: -2